The following is a quantum chemistry calculation of a structure of composition CH14O6 at a distorted geometry, from the Open Molecules 2025 dataset.

The calculation puts the gap between HOMO and LUMO at 10.6 eV. For the LUMO energy, the calculation gives 0.60 eV.

Last column: Löwdin charge in e.
Geometry (Å):
C: 1.05344 1.82537 0.62934  -0.12
O: -0.11445 1.37516 1.32178  -0.14
H: 1.42524 1.05221 -0.04524  0.07
H: 1.81614 2.15447 1.33577  0.08
H: 0.80143 2.66670 -0.01743  0.08
H: 0.16537 0.58514 1.79249  0.05
H: -0.24463 -2.77616 0.19113  0.03
H: 0.91293 -2.17788 -0.59465  -0.21
O: 0.71049 -2.66102 0.22112  -0.09
H: 0.75100 -0.65640 -1.93944  0.06
H: 1.71301 -1.89508 -2.06558  0.10
O: 1.19133 -1.38744 -1.43754  0.03
H: -0.87654 0.27807 -3.13846  0.06
H: -0.99868 0.81548 -1.63343  0.01
O: -0.39502 0.60872 -2.37809  -0.06
H: 0.02785 -1.87338 2.21973  0.02
H: -0.64523 -1.44994 3.53228  0.05
O: -0.54736 -1.20006 2.60718  -0.05
H: -2.89734 1.96945 -0.40358  0.06
H: -1.65998 1.41750 0.31100  0.03
O: -2.18899 1.32909 -0.50840  -0.06

Atoms 1-3, force components in eV/Å:
C -0.2256 0.1517 -0.3473
O 0.4492 0.4434 -0.3390
H 0.2197 -0.1174 0.2079

The following is a quantum chemistry calculation of a cluster of 6 separate species, CH15NO5 in total at a distorted geometry, from the Open Molecules 2025 dataset.

As for the structure (SMILES): CN.O.O.O.O.O. The calculation puts the gap between HOMO and LUMO at 9.9 eV. For the LUMO energy, the calculation gives 0.66 eV.

Last column: Löwdin charge in e.
Geometry (Å):
C: 0.10944 1.68836 0.09891  -0.17
N: 1.21434 1.07805 -0.61478  -0.07
H: 0.08058 1.50501 1.18730  0.06
H: -0.81789 1.26868 -0.29472  0.07
H: 0.12559 2.77213 -0.03380  0.07
H: 2.10264 1.47222 -0.33953  0.08
H: 1.21795 0.07596 -0.49283  0.05
O: -1.18366 0.45623 3.63520  -0.04
H: -1.89192 -0.01538 4.04994  0.03
H: -0.97450 1.17812 4.23258  0.05
O: 1.18711 -1.21506 2.27784  -0.09
H: 0.76844 -1.65912 1.52330  -0.02
H: 0.47154 -0.95658 2.87390  0.00
O: -1.40986 -1.43177 -2.23647  -0.07
H: -1.04115 -0.72302 -2.80637  0.02
H: -2.33782 -1.25884 -2.07903  0.05
O: 0.02364 0.90588 -3.06146  -0.11
H: 0.62512 1.34719 -2.39705  0.02
H: 0.53612 0.62794 -3.84149  0.05
O: 0.38939 -2.23204 -0.18750  -0.07
H: -0.23121 -2.04758 -0.92613  0.02
H: 1.03612 -2.83637 -0.56779  0.06

Atoms 1-3, force components in eV/Å:
C -0.3819 -0.0691 0.7458
N 0.2612 0.5369 -0.4055
H 0.2241 -0.0927 -0.2708

The following is a quantum chemistry calculation of a cluster of 7 separate species, CH16O7 in total at a distorted geometry, from the Open Molecules 2025 dataset.

As for the structure (SMILES): CO.O.O.O.O.O.O. The calculation puts the gap between HOMO and LUMO at 10.8 eV. For the LUMO energy, the calculation gives 0.41 eV.

Last column: Löwdin charge in e.
Geometry (Å):
C: 0.67505 -1.36290 -3.50997  -0.13
O: -0.01108 -0.51614 -2.55995  -0.15
H: 1.62845 -1.51834 -3.01255  0.07
H: 0.17781 -2.31840 -3.64688  0.08
H: 0.87098 -0.75278 -4.38131  0.07
H: -0.95593 -0.42329 -2.70518  0.06
O: -1.95677 -1.52755 0.29382  -0.06
H: -1.94961 -1.63415 1.25117  0.04
H: -1.06409 -1.25758 0.04704  0.03
O: -2.59289 1.06009 -0.55912  -0.07
H: -3.54467 1.08738 -0.70075  0.04
H: -2.47823 0.26022 -0.01129  -0.01
O: -0.09433 3.41087 -0.58455  -0.06
H: -0.38710 4.13198 -1.14954  0.04
H: -0.54107 2.58739 -0.80278  0.01
O: 0.32654 -1.02611 1.99194  -0.05
H: 0.21355 -0.06973 2.05366  0.04
H: 1.17409 -1.07867 1.53062  0.04
O: 1.38538 -0.84732 5.12465  -0.07
H: 0.71818 -0.50767 4.50138  0.02
H: 1.47094 -1.75614 4.81184  0.03
O: 2.15206 0.99868 0.61146  -0.05
H: 1.70109 1.85208 0.65383  0.03
H: 3.08166 1.20807 0.75245  0.05

Atoms 1-3, force components in eV/Å:
C -0.1623 1.1937 1.4507
O 0.1398 -0.2302 0.3496
H 0.1575 -0.3196 -0.1690

The following is a quantum chemistry calculation of a structure of composition CH18F3Hf2O20S3 at a distorted geometry, from the Open Molecules 2025 dataset.

The calculation puts the gap between HOMO and LUMO at 5.8 eV. As for the total charge: +3. For the LUMO energy, the calculation gives -12.48 eV.

Last column: Löwdin charge in e.
Geometry (Å):
Hf: 2.31106 -0.87257 1.55411  2.30
Hf: -0.18793 2.05648 -2.51020  2.32
S: -0.91093 0.31142 0.41187  0.37
O: -0.65853 0.57104 -1.04141  -0.41
O: 0.38857 -0.21000 0.86496  -0.40
O: -1.35637 1.49718 1.08128  -0.21
O: -1.90977 -0.71204 0.48223  -0.27
S: 2.63354 2.32431 -0.09347  0.36
O: 3.80313 2.39328 -0.90584  -0.19
O: 2.58632 3.35484 0.92578  -0.23
O: 1.40879 2.36145 -0.94732  -0.43
O: 2.60411 1.02035 0.63789  -0.46
C: 1.57575 -2.13476 -3.12419  -0.60
F: 1.93919 -3.15232 -2.29098  0.12
F: 2.00474 -2.36814 -4.32801  0.24
F: 0.23133 -2.06925 -3.06796  0.13
S: 2.36736 -0.65520 -2.25927  0.65
O: 3.69704 -0.61091 -2.76349  -0.15
O: 1.45167 0.48094 -2.60664  -0.43
O: 2.34395 -0.93958 -0.81905  -0.40
O: -2.02788 -1.64424 3.02173  -0.02
H: -1.96537 -1.26178 2.12401  0.00
H: -2.81625 -2.19946 3.02424  0.10
O: -4.14071 0.25785 -1.34747  -0.02
H: -3.64949 -0.05118 -0.57072  0.04
H: -4.94665 -0.27795 -1.35669  0.10
O: 1.86652 0.95966 3.11476  -0.09
H: 1.20061 1.68842 3.22717  0.09
H: 2.50640 1.08225 3.83890  0.12
O: -0.88715 -3.05761 -0.61205  -0.02
H: -1.42733 -3.70858 -1.08021  0.10
H: -1.47463 -2.30485 -0.44417  0.03
O: 1.32655 -2.84734 0.81586  -0.12
H: 1.29156 -3.63119 1.39399  0.12
H: 0.67207 -3.04660 0.08080  0.07
O: -1.86527 2.92530 -1.09914  -0.09
H: -1.92863 2.56679 -0.16975  0.07
H: -2.68411 3.43590 -1.24630  0.14
O: -2.32123 1.19504 -3.13402  -0.11
H: -2.65095 1.10769 -4.04945  0.13
H: -3.13353 1.10552 -2.55004  0.07
O: 0.68410 3.58618 2.82601  -0.03
H: 1.37370 3.50662 2.12940  0.00
H: -0.05978 3.07539 2.50949  0.01
O: 0.54030 -1.59852 3.20230  -0.11
H: 0.63413 -1.91259 4.11768  0.11
H: -0.43999 -1.59725 3.03338  0.02

Atoms 1-3, force components in eV/Å:
Hf -6.3410 4.8220 -4.0346
Hf 1.6140 -4.8008 7.7128
S -0.6389 0.2011 0.4085

The following is a quantum chemistry calculation of a structure of composition CH18MnO11 at a distorted geometry, from the Open Molecules 2025 dataset.

As for the spin multiplicity: 6. The calculation puts the gap between HOMO and LUMO (alpha / beta) at 5.3 / 5.1 eV. As for the total charge: +2. For the LUMO energy (alpha / beta), the calculation gives -10.66 / -10.81 eV.

Last column: Löwdin spin population.
Geometry (Å):
O: 1.15386 2.34454 -2.08641  0.00
H: 1.68855 3.05774 -1.66556  0.00
H: 1.55591 1.96415 -2.88180  0.00
H: 0.89324 1.65689 -1.34182  0.00
O: 2.55055 -1.60422 -1.42231  0.00
H: 2.34753 -2.45652 -1.86939  0.00
H: 3.30411 -1.15855 -1.87706  0.00
H: 1.74711 -1.01503 -1.45406  0.00
Mn: -1.48791 -2.26363 -1.45376  4.82
C: -0.26237 -0.37005 -0.34852  0.01
O: -1.32310 -0.19067 -1.04328  0.08
O: -0.20610 -1.54218 0.15970  0.07
O: 0.66415 0.50708 -0.30333  0.00
O: -4.17017 0.21387 0.61139  0.00
H: -3.43376 0.79237 0.38061  0.00
H: -4.26152 0.31038 1.56723  0.00
O: -0.92578 -3.52809 1.83530  0.01
H: -0.54654 -4.30009 1.39647  0.00
H: -0.62152 -2.76878 1.32780  0.00
O: 2.35217 1.83813 1.37642  0.00
H: 1.72160 1.48691 0.71910  0.00
H: 3.22480 1.79070 0.96447  0.00
O: -3.12237 2.24414 -1.05458  0.00
H: -3.27152 2.61350 -1.93265  0.00
H: -2.56482 1.47357 -1.21067  0.00
O: -0.73525 0.96618 2.29662  0.00
H: -1.24523 0.16303 2.46622  0.00
H: -0.50127 0.93395 1.36250  0.00
O: 1.96862 -1.34437 2.04582  0.00
H: 2.17784 -0.39905 2.10814  0.00
H: 1.32919 -1.41589 1.32742  0.00

Atoms 1-3, force components in eV/Å:
O -0.0478 0.3358 0.9369
H -0.1075 -0.0109 -0.4425
H 0.1394 0.2837 -0.0491

The following is a quantum chemistry calculation of a structure of composition CH18MnO15P at a distorted geometry, from the Open Molecules 2025 dataset.

As for the spin multiplicity: 6. The calculation puts the gap between HOMO and LUMO (alpha / beta) at 3.7 / 3.8 eV. As for the total charge: -1. For the LUMO energy (alpha / beta), the calculation gives 0.32 / 0.32 eV.

Last column: Löwdin spin population.
Geometry (Å):
O: -0.49077 -2.07656 -2.22548  0.00
H: -1.41952 -1.97891 -2.44790  0.00
H: -0.18226 -1.39350 -1.62561  0.00
H: -0.30061 -2.95714 -1.89377  0.00
O: 1.66489 -2.38589 1.19709  0.00
H: 1.70657 -2.42780 2.15527  0.00
H: 1.51500 -1.48399 0.90432  0.00
H: 0.89257 -2.86344 0.88557  0.00
Mn: -2.34593 1.05236 -0.49961  4.67
C: 0.14026 0.42019 0.17604  0.01
O: -0.20820 0.38788 -1.03533  0.05
O: -0.76946 0.70866 0.94331  0.03
O: 1.21072 0.03755 0.66436  0.00
P: -3.59107 -0.96451 -1.60221  0.02
O: -3.00203 -0.87926 -0.19442  0.11
O: -3.01780 -2.10453 -2.41792  0.00
O: -3.17060 0.40085 -2.15000  0.10
O: -5.09845 -0.73077 -1.63551  0.01
O: 2.79804 0.27381 -1.72454  0.00
H: 2.19955 0.29881 -0.97793  0.00
H: 2.76615 -0.63366 -2.02739  0.00
O: 2.83763 3.05708 0.32057  0.00
H: 3.07078 3.05545 -0.60779  0.00
H: 2.35785 2.23882 0.44897  0.00
O: 2.14613 0.67896 3.35418  0.00
H: 2.33267 -0.18958 3.71065  0.00
H: 1.75911 0.50794 2.49557  0.00
O: 0.07259 1.16045 -3.70847  0.00
H: -0.53902 0.56369 -4.13979  0.00
H: -0.01849 0.96472 -2.77594  0.00
O: -0.80435 -1.25704 2.92533  0.00
H: -0.64871 -0.69816 3.68669  0.00
H: -0.77632 -0.65873 2.17870  0.00
O: -0.89750 3.38870 2.90255  0.00
H: -1.11473 3.97574 2.17838  0.00
H: -1.07468 2.51182 2.56207  0.00

Atoms 1-3, force components in eV/Å:
O 4.2168 -1.3011 -0.3304
H -5.7731 0.2025 -0.5202
H 0.0450 2.0341 0.8317

The following is a quantum chemistry calculation of a cluster of 10 separate species, CH19O12 in total at a distorted geometry, from the Open Molecules 2025 dataset.

The calculation puts the gap between HOMO and LUMO at 9.5 eV. As for the total charge: -1. For the LUMO energy, the calculation gives 2.46 eV.

Last column: Löwdin charge in e.
Geometry (Å):
C: 12.96900 12.58800 18.80700  -0.77
O: 13.46500 11.57400 19.28700  0.00
O: 13.40000 13.75200 19.20500  0.18
O: 11.98000 12.49800 17.99000  -0.09
H: 14.04100 13.68700 19.85600  0.04
O: 14.78800 15.11300 16.18300  -0.07
H: 14.15900 15.30800 16.82400  -0.03
H: 14.46700 14.28700 15.70000  0.05
O: 12.21400 8.94900 19.19700  -0.06
H: 12.61600 9.90700 19.03700  0.07
H: 11.40800 9.12200 19.47700  -0.09
O: 14.58200 15.26700 21.81800  -0.08
H: 14.97100 14.42000 21.50200  -0.02
H: 15.38600 15.73600 21.53600  0.04
O: 12.97200 12.46000 15.39000  -0.08
H: 13.78300 12.06300 15.43800  -0.04
H: 12.79700 12.61700 16.42300  0.07
O: 15.89800 12.80300 21.18200  -0.04
H: 15.63700 12.11500 20.53600  0.01
H: 16.80600 12.74100 21.05300  0.01
O: 11.15900 14.97700 17.20600  -0.16
H: 10.72400 14.80200 16.27100  0.09
H: 11.39800 14.07800 17.60000  -0.01
O: 11.37100 12.41200 21.63300  -0.05
H: 12.27500 12.33400 21.11000  0.09
H: 11.22500 13.30900 21.59600  -0.01
O: 9.85100 11.61100 19.34900  -0.11
H: 9.78200 11.62800 20.30000  0.00
H: 10.50000 12.11700 18.76100  0.03
O: 16.02100 10.74700 19.43600  -0.07
H: 15.11700 10.68100 19.15700  0.00
H: 16.59200 11.32300 18.83100  0.10

Atoms 1-3, force components in eV/Å:
C -2.5022 -2.2684 -1.2535
O 1.3481 -1.3100 1.1001
O -1.9980 2.6207 -2.1603

The following is a quantum chemistry calculation of a cluster of 9 separate species, CH19O9 in total at a distorted geometry, from the Open Molecules 2025 dataset.

The calculation puts the gap between HOMO and LUMO at 8.3 eV. As for the total charge: -1. For the LUMO energy, the calculation gives 2.92 eV.

Last column: Löwdin charge in e.
Geometry (Å):
C: -3.70903 -7.92729 40.65792  -0.21
O: -3.44519 -9.27568 40.23382  -0.38
H: -4.70401 -7.87932 40.52123  0.02
H: -3.35449 -7.13657 40.20954  0.01
H: -3.52959 -7.90867 41.71079  0.07
O: -4.00369 -12.14658 41.01864  -0.08
H: -3.93147 -11.15156 40.99400  0.00
H: -4.74641 -12.31753 41.60624  0.01
O: -1.64263 -9.90730 42.46050  0.02
H: -1.28239 -10.71312 42.06585  0.06
H: -2.30767 -9.77954 41.95729  -0.15
O: -3.08273 -9.12197 37.76186  -0.08
H: -3.33415 -8.97194 38.70574  -0.05
H: -3.15214 -8.20016 37.68536  -0.03
O: -4.46322 -8.29621 44.87337  -0.11
H: -5.19104 -7.71149 45.27398  0.07
H: -4.68646 -8.60130 43.99186  -0.04
O: -5.96655 -5.81204 37.83293  -0.03
H: -6.07061 -6.34283 38.61634  0.02
H: -5.09647 -5.53629 37.65051  0.00
O: -5.86254 -9.73354 39.20839  -0.18
H: -4.91293 -9.28111 39.48867  0.03
H: -6.24619 -9.60479 40.13522  0.02
O: -0.98879 -6.26004 39.53309  0.03
H: -1.61134 -6.54371 40.01491  -0.13
H: -0.81818 -5.45845 40.06463  0.07
O: -5.25456 -9.76317 42.82640  -0.05
H: -4.57567 -9.93521 42.17523  0.00
H: -5.97866 -10.38778 42.55312  0.09

Atoms 1-3, force components in eV/Å:
C -0.0293 -6.1338 3.0355
O 0.1299 1.0985 0.5070
H -4.0297 1.2070 0.0774

The records above yield energy above the lowest of the compared OMol25 structures with the same formula, charge and spin values of 115.7 39.4 76.8 68.9 233.4 267.5 138.0 384.5 kJ/mol, respectively.